Here is a cluster of 2 separate species, C3H12N2O2 in total at a distorted geometry from the OMol25 dataset. Energies are from ωB97M-V with the def2-TZVPD basis set.

```
19
Properties=species:S:1:pos:R:3:lowdin_charge:R:1
N -1.553 -1.619 1.051 0.00
C -1.565 -1.150 -0.319 -0.30
C -1.167 0.327 -0.511 -0.23
N 0.094 0.572 0.202 -0.06
C 0.701 1.832 -0.291 -0.29
O 2.115 1.813 -0.298 -0.05
H -0.600 -1.674 1.390 0.06
H -2.104 -2.448 1.199 0.06
H -2.556 -1.219 -0.776 0.10
H -0.943 -1.788 -0.960 0.10
H -0.958 0.458 -1.574 0.11
H -1.996 0.974 -0.202 0.12
H -0.001 0.748 1.194 0.11
H 0.191 2.184 -1.186 0.12
H 0.521 2.580 0.488 0.12
H 2.423 1.217 -0.998 0.09
O 2.274 -1.287 0.567 -0.08
H 3.173 -1.106 0.240 0.04
H 1.951 -0.413 0.783 -0.02
```

Properties
Structure (SMILES)   NCCNCO.O
HOMO   -0.3275 Eh
Lowest unoccupied orbital energy   0.81 eV
Energy relative to the best compared isomer or geometry (same formula, charge and spin)   146.8 kJ/mol

Here is a structure of composition C41H46Br2CsN4O7PS2 at a distorted geometry from the OMol25 dataset. Energies are from ωB97M-V with the def2-TZVPD basis set.

```
104
Properties=species:S:1:pos:R:3:lowdin_charge:R:1
Cs -1.726 -0.612 -0.657 1.10
Br -2.701 -0.210 -4.050 0.63
C -3.365 1.559 -4.380 -1.04
Br -2.037 2.943 -4.124 0.60
H -4.166 1.761 -3.682 0.00
H -3.701 1.625 -5.405 -0.01
O -5.854 -7.197 1.741 -0.08
C -5.160 -7.145 0.700 -0.70
O -5.157 -7.907 -0.287 -0.07
C -4.354 -5.832 0.526 -0.11
C -4.405 -4.841 1.501 -0.03
C -3.669 -3.684 1.322 -0.16
N -2.935 -3.431 0.236 0.03
C -2.876 -4.381 -0.704 -0.20
C -3.554 -5.592 -0.582 0.04
C -2.002 -4.097 -1.941 -0.70
O -1.397 -5.068 -2.427 -0.04
O -1.966 -2.897 -2.332 -0.28
H -5.011 -5.006 2.381 0.10
H -3.686 -2.898 2.074 0.09
H -3.464 -6.344 -1.353 0.12
C 0.356 3.768 -0.870 -0.11
N 0.199 2.592 -0.045 -0.03
C 1.194 1.954 0.607 -0.83
S 2.828 2.384 0.464 0.57
N 0.786 0.955 1.407 -0.05
C 1.656 0.035 2.103 -0.11
H -0.200 4.608 -0.447 0.08
H -0.021 3.580 -1.876 0.03
H 1.411 4.023 -0.923 0.03
H -0.738 2.200 -0.034 0.07
H -0.212 0.795 1.507 0.06
H 2.595 -0.062 1.568 0.04
H 1.168 -0.938 2.149 0.09
H 1.873 0.379 3.119 0.08
C 1.586 -3.673 -0.619 -0.20
S 1.636 -2.297 -1.769 0.88
O 1.094 -1.122 -1.016 -0.70
C 3.412 -2.042 -1.799 -0.38
C 3.917 -0.855 -1.298 -0.09
C 5.286 -0.621 -1.367 -0.07
C 6.129 -1.571 -1.925 -0.10
C 5.606 -2.754 -2.438 -0.09
C 4.241 -2.988 -2.391 -0.09
H 2.019 -3.366 0.333 0.06
H 2.127 -4.514 -1.055 0.06
H 0.533 -3.943 -0.520 0.05
H 3.243 -0.107 -0.898 0.05
H 5.681 0.314 -0.986 0.10
H 7.195 -1.385 -1.982 0.10
H 6.260 -3.483 -2.900 0.10
H 3.820 -3.892 -2.817 0.11
C 1.332 1.220 7.020 -0.06
C 0.329 2.192 6.452 -0.24
C 0.459 3.549 6.745 -0.08
C -0.432 4.464 6.213 -0.10
C -1.461 4.048 5.386 -0.03
C -1.617 2.692 5.094 -0.19
N -2.610 2.188 4.251 0.10
C -3.549 2.958 3.554 -0.18
C -4.389 3.850 4.231 -0.05
C -5.348 4.577 3.550 -0.10
C -5.497 4.425 2.177 -0.10
C -4.679 3.531 1.506 -0.03
C -3.708 2.786 2.170 -0.05
C -2.856 1.835 1.342 -0.65
O -2.218 0.926 1.952 -0.14
O -2.839 2.025 0.107 -0.16
C -0.714 1.754 5.638 -0.16
C -0.906 0.299 5.303 -0.02
H 2.124 1.755 7.544 0.07
H 1.796 0.617 6.237 0.08
H 0.868 0.529 7.729 0.08
H 1.275 3.883 7.377 0.10
H -0.313 5.521 6.424 0.09
H -2.120 4.777 4.938 0.10
H -2.298 1.424 3.649 0.08
H -4.292 3.941 5.305 0.11
H -5.991 5.257 4.098 0.09
H -6.249 4.989 1.640 0.09
H -4.762 3.393 0.437 0.11
H -0.633 0.085 4.264 0.08
H -1.955 0.016 5.410 0.09
H -0.311 -0.350 5.942 0.07
C 0.739 0.772 -5.800 -0.30
P 1.518 0.079 -4.274 0.93
C 2.148 1.633 -3.534 -0.28
C 3.023 -0.631 -5.052 -0.39
C 4.296 -0.071 -4.986 -0.10
C 5.376 -0.687 -5.609 -0.10
C 5.198 -1.867 -6.315 -0.11
C 3.934 -2.442 -6.380 -0.10
C 2.862 -1.835 -5.743 -0.11
H 1.438 1.386 -6.372 0.04
H -0.120 1.378 -5.502 -0.04
H 0.373 -0.042 -6.427 0.03
H 2.663 2.277 -4.252 0.04
H 2.804 1.420 -2.686 0.02
H 1.288 2.171 -3.133 0.01
H 4.457 0.848 -4.435 0.09
H 6.362 -0.242 -5.536 0.10
H 6.040 -2.346 -6.800 0.09
H 3.786 -3.373 -6.914 0.10
H 1.883 -2.305 -5.768 0.11
```

Properties
HOMO   -0.1080 Eh
Charge   -2
Lowest unoccupied orbital energy   3.19 eV
Energy relative to the best compared isomer or geometry (same formula, charge and spin)   0.0 kJ/mol

Here is a cluster of 2 separate species, C3H2N2O2 in total at a distorted geometry from the OMol25 dataset. Energies are from ωB97M-V with the def2-TZVPD basis set.

```
9
Properties=species:S:1:pos:R:3:lowdin_charge:R:1
O 2.776 0.108 0.090 0.20
C 1.744 -0.392 0.052 -0.34
N 0.722 -0.991 -0.109 0.18
C -0.568 -1.247 0.255 -0.35
O -1.501 -1.058 -0.462 0.06
H -0.646 -1.687 1.264 0.14
C -0.869 1.756 -0.372 -0.05
N 0.098 1.816 0.228 0.10
H -1.755 1.694 -0.946 0.07
```

Properties
Structure (SMILES)   O=C=NC=O.C#N
HOMO   -0.4115 Eh
Lowest unoccupied orbital energy   0.67 eV
Energy relative to the best compared isomer or geometry (same formula, charge and spin)   79.5 kJ/mol

Here is an isolated molecule of C16H32O from the OMol25 dataset. Energies are from ωB97M-V with the def2-TZVPD basis set.

```
49
Properties=species:S:1:pos:R:3:lowdin_charge:R:1
C -1.991 6.974 4.430 -0.12
C -1.952 5.577 3.823 -0.28
C -1.827 5.629 2.302 -0.23
C -1.892 4.255 1.633 -0.22
C -0.667 3.388 1.918 -0.22
C -0.726 2.021 1.234 -0.22
C -0.569 2.091 -0.284 -0.22
C -0.547 0.701 -0.917 -0.23
C -0.382 0.773 -2.432 -0.22
C -0.498 -0.578 -3.141 -0.21
C 0.608 -1.579 -2.776 -0.21
C 0.179 -2.597 -1.719 -0.22
C 1.316 -3.551 -1.360 -0.22
C 0.890 -4.575 -0.310 -0.22
C 2.030 -5.536 0.030 -0.17
C 2.408 -6.388 -1.145 -0.30
O 3.525 -6.645 -1.494 0.06
H -1.083 7.521 4.184 0.07
H -2.841 7.534 4.045 0.07
H -2.077 6.921 5.513 0.07
H -1.108 5.030 4.247 0.10
H -2.865 5.040 4.091 0.11
H -0.886 6.116 2.034 0.11
H -2.640 6.246 1.910 0.11
H -2.790 3.732 1.970 0.12
H -1.980 4.404 0.555 0.10
H 0.232 3.915 1.591 0.12
H -0.586 3.228 2.995 0.10
H -1.675 1.537 1.478 0.11
H 0.075 1.395 1.637 0.11
H -1.392 2.663 -0.715 0.11
H 0.361 2.612 -0.526 0.12
H -1.481 0.184 -0.679 0.12
H 0.275 0.129 -0.483 0.11
H -1.150 1.438 -2.836 0.11
H 0.589 1.217 -2.666 0.11
H -0.466 -0.389 -4.216 0.10
H -1.473 -1.018 -2.919 0.11
H 1.486 -1.036 -2.422 0.11
H 0.908 -2.128 -3.671 0.11
H -0.667 -3.173 -2.102 0.12
H -0.155 -2.082 -0.818 0.10
H 1.652 -4.074 -2.259 0.12
H 2.164 -2.977 -0.980 0.12
H 0.035 -5.145 -0.682 0.11
H 0.574 -4.057 0.597 0.11
H 2.909 -4.993 0.383 0.12
H 1.708 -6.218 0.822 0.12
H 1.532 -6.798 -1.689 0.13
```

Properties
Structure (SMILES)   CCCCCCCCCCCCCCCC=O
HOMO   -0.3588 Eh
Lowest unoccupied orbital energy   0.93 eV
Energy relative to the best compared isomer or geometry (same formula, charge and spin)   12.2 kJ/mol

Here is a structure of composition C43H31F6IrP2SeSi from the OMol25 dataset. Energies are from ωB97M-V with the def2-TZVPD basis set.

```
85
Properties=species:S:1:pos:R:3:mulliken_spin:R:1
Ir -0.285 -0.924 -0.996 1.84
C -0.929 -2.134 2.393 0.06
Si -0.694 -0.567 1.368 0.53
C -2.251 0.485 1.583 0.04
C -3.010 0.469 2.755 -0.03
C -4.154 1.244 2.881 0.01
C -4.562 2.055 1.831 0.00
C -3.828 2.086 0.653 0.00
C -2.680 1.305 0.528 -0.04
P -1.711 1.228 -1.010 0.41
C -2.880 1.747 -2.305 0.02
C -3.009 3.083 -2.686 0.01
C -3.956 3.449 -3.633 0.00
C -4.782 2.491 -4.203 0.01
C -4.662 1.162 -3.822 0.00
C -3.714 0.791 -2.878 0.01
C -0.505 2.580 -0.883 -0.02
C 0.173 3.022 -2.024 0.00
C 1.152 3.998 -1.915 -0.01
C 1.493 4.518 -0.672 0.02
C 0.830 4.079 0.464 -0.01
C -0.176 3.126 0.356 0.05
C 0.736 0.375 2.188 0.00
C 0.475 1.401 3.097 0.03
C 1.498 2.047 3.778 0.00
C 2.810 1.667 3.564 0.01
C 3.098 0.647 2.666 -0.01
C 2.079 0.010 1.959 -0.05
P 2.372 -1.460 0.903 -0.03
C 4.203 -1.638 0.855 0.02
C 4.716 -2.888 1.196 0.00
C 6.081 -3.141 1.124 0.00
C 6.947 -2.143 0.703 0.00
C 6.445 -0.894 0.355 0.00
C 5.084 -0.644 0.428 0.01
C 2.110 -0.825 -0.817 0.01
C 1.947 -1.833 -1.801 0.08
C 2.133 -1.549 -3.154 0.04
C 2.497 -0.275 -3.546 0.08
C 2.646 0.730 -2.593 0.02
C 2.451 0.473 -1.251 0.11
H -1.000 -1.871 3.455 0.01
H -1.844 -2.662 2.111 -0.01
H -0.076 -2.805 2.271 0.00
H -2.708 -0.167 3.582 0.00
H -4.735 1.210 3.795 0.00
H -5.457 2.657 1.925 0.00
H -4.156 2.706 -0.172 0.00
H -2.373 3.839 -2.246 0.00
H -4.048 4.489 -3.924 0.00
H -5.518 2.778 -4.943 0.00
H -5.303 0.409 -4.262 0.00
H -3.623 -0.246 -2.586 0.00
H -0.061 2.576 -2.982 0.01
H 1.662 4.345 -2.806 0.00
H 2.272 5.267 -0.593 0.00
H 1.088 4.476 1.437 0.00
H -0.705 2.806 1.245 0.00
H -0.551 1.697 3.288 0.00
H 1.264 2.835 4.486 0.00
H 3.617 2.153 4.100 0.00
H 4.127 0.345 2.526 0.00
H 4.038 -3.668 1.521 0.00
H 6.465 -4.118 1.392 0.00
H 8.011 -2.336 0.640 0.00
H 7.118 -0.114 0.021 0.00
H 4.706 0.331 0.145 0.00
H 1.784 -2.855 -1.475 -0.01
H 1.994 -2.333 -3.887 0.00
H 2.645 -0.049 -4.595 0.00
H 2.912 1.732 -2.908 0.01
H 2.547 1.270 -0.519 -0.01
F -3.019 -6.295 2.496 0.00
C -2.768 -5.445 1.504 0.02
C -1.523 -5.432 0.904 -0.03
F -0.576 -6.270 1.325 0.00
C -1.270 -4.542 -0.121 -0.09
F -0.053 -4.550 -0.673 0.00
C -2.235 -3.650 -0.569 0.14
Se -1.884 -2.393 -1.967 0.56
C -3.478 -3.692 0.047 0.00
F -4.442 -2.853 -0.341 0.00
C -3.749 -4.573 1.075 -0.01
F -4.947 -4.588 1.662 0.00
F -0.340 0.228 -2.827 0.15
```

Properties
HOMO (spin up / spin down)   -0.2129 / -0.3101 Eh
2S+1   5
⟨S²⟩   6.02
Lowest unoccupied orbital energy (spin up / spin down)   0.43 / -1.73 eV
Energy relative to the best compared isomer or geometry (same formula, charge and spin)   14.0 kJ/mol

Here is a structure of composition C43H44N4O5PS6Tc from the OMol25 dataset. Energies are from ωB97M-V with the def2-TZVPD basis set.

```
104
Properties=species:S:1:pos:R:3:mulliken_spin:R:1
Tc -0.264 -0.283 -0.832 2.59
O 1.652 0.186 -1.557 0.01
S 2.965 -0.384 -2.099 0.00
C 2.934 0.113 -3.859 0.00
C 1.591 0.718 -4.282 -0.01
C 1.492 2.197 -3.888 0.00
C 0.096 2.803 -4.059 0.01
S -1.014 2.641 -2.633 0.01
O -0.794 1.199 -2.196 -0.04
C -0.254 3.702 -1.444 0.01
C 0.873 3.349 -0.710 0.01
C 1.372 4.261 0.205 -0.01
C 0.762 5.497 0.372 0.00
C -0.367 5.833 -0.361 0.00
C -0.893 4.924 -1.266 0.00
C 2.816 -2.145 -2.178 -0.01
C 3.333 -2.803 -1.067 0.00
C 3.231 -4.185 -0.994 0.00
C 2.634 -4.890 -2.029 0.00
C 2.134 -4.224 -3.143 0.00
C 2.216 -2.844 -3.221 0.00
H 3.219 -0.758 -4.446 0.00
H 3.737 0.846 -3.950 0.00
H 0.770 0.149 -3.845 0.00
H 1.502 0.623 -5.367 0.00
H 2.182 2.773 -4.510 0.00
H 1.828 2.332 -2.860 0.00
H -0.450 2.347 -4.888 0.00
H 0.128 3.880 -4.236 0.00
H 1.334 2.375 -0.800 -0.01
H 2.233 3.989 0.798 0.00
H 1.162 6.199 1.091 0.00
H -0.848 6.791 -0.217 0.00
H -1.791 5.156 -1.826 0.00
H 3.776 -2.226 -0.262 0.00
H 3.615 -4.709 -0.130 0.00
H 2.554 -5.968 -1.970 0.00
H 1.666 -4.781 -3.944 0.00
H 1.806 -2.329 -4.080 0.01
O 0.474 -0.312 2.732 0.00
S 0.030 0.949 2.209 -0.01
O 0.605 2.153 2.734 0.00
O 0.110 0.979 0.692 0.13
C -1.716 1.002 2.549 0.01
C -2.050 1.571 3.774 0.00
C -3.354 1.527 4.234 0.00
C -4.335 0.902 3.477 0.00
C -4.007 0.349 2.253 0.00
C -2.697 0.398 1.762 0.00
P -2.514 -0.264 0.073 -0.07
C -3.526 0.859 -0.939 0.00
C -3.791 0.546 -2.278 -0.02
C -4.502 1.427 -3.073 0.00
C -4.935 2.643 -2.556 0.00
C -4.640 2.978 -1.246 0.00
C -3.936 2.092 -0.438 0.00
C -3.286 -1.903 0.183 -0.01
C -4.142 -2.420 -0.786 0.01
C -4.570 -3.737 -0.699 0.00
C -4.150 -4.541 0.348 0.00
C -3.314 -4.024 1.329 0.00
C -2.884 -2.710 1.249 0.01
H -1.273 2.042 4.359 0.00
H -3.603 1.972 5.188 0.00
H -5.354 0.850 3.834 0.00
H -4.780 -0.124 1.658 0.00
H -3.416 -0.373 -2.705 0.00
H -4.717 1.166 -4.101 0.00
H -5.495 3.327 -3.179 0.00
H -4.964 3.927 -0.838 0.00
H -3.716 2.371 0.583 0.00
H -4.485 -1.809 -1.606 0.00
H -5.229 -4.135 -1.459 0.00
H -4.475 -5.571 0.403 0.00
H -2.987 -4.647 2.151 0.00
H -2.221 -2.318 2.012 0.00
S 0.266 -2.161 0.386 0.14
C -0.314 -3.475 -0.597 0.04
C -0.177 -4.780 -0.025 0.01
N -0.050 -5.815 0.460 0.00
C -0.860 -3.295 -1.819 0.08
S -0.990 -1.721 -2.543 0.11
C -1.330 -4.399 -2.597 -0.01
N -1.720 -5.279 -3.225 0.02
C 3.069 1.286 4.852 0.00
N 3.774 1.221 3.575 0.00
C 4.039 2.520 2.986 0.00
C 3.671 0.123 2.783 0.00
S 3.540 0.234 1.111 0.00
N 3.676 -1.068 3.431 0.00
C 4.451 -1.275 4.647 0.00
C 3.306 -2.285 2.739 -0.02
H 2.356 2.111 4.812 0.00
H 3.755 1.450 5.686 0.00
H 2.509 0.371 5.019 0.00
H 4.416 3.177 3.770 0.00
H 3.122 2.944 2.569 0.00
H 4.782 2.433 2.198 0.00
H 5.017 -0.381 4.890 0.00
H 5.156 -2.092 4.480 0.00
H 3.815 -1.538 5.495 0.00
H 2.463 -2.092 2.084 0.01
H 3.017 -3.026 3.486 0.00
H 4.143 -2.681 2.153 0.00
```

Properties
HOMO (spin up / spin down)   -0.3619 / -0.3618 Eh
Charge   +1
2S+1   4
⟨S²⟩   3.78
Lowest unoccupied orbital energy (spin up / spin down)   -2.80 / -4.09 eV
Energy relative to the best compared isomer or geometry (same formula, charge and spin)   0.0 kJ/mol

Here is an isolated molecule of C20H31N3O3 from the OMol25 dataset. Energies are from ωB97M-V with the def2-TZVPD basis set.

```
57
Properties=species:S:1:pos:R:3:lowdin_charge:R:1
C -9.746 -0.736 -0.918 -0.12
C -9.033 -0.024 0.226 -0.28
C -7.568 0.248 -0.106 -0.23
C -6.846 0.967 1.031 -0.18
C -5.374 1.201 0.707 -0.22
O -4.737 -0.058 0.643 -0.05
C -3.418 -0.114 0.322 -0.27
C -2.608 0.985 0.055 -0.01
C -1.274 0.811 -0.267 0.00
C -0.724 -0.464 -0.326 -0.22
N 0.615 -0.686 -0.649 0.15
C 1.591 0.184 -0.954 -0.37
O 1.531 1.403 -1.008 0.06
C 2.904 -0.560 -1.224 -0.40
O 2.971 -1.775 -1.123 0.05
N 3.874 0.273 -1.608 0.09
C 5.268 -0.074 -1.599 -0.12
C 5.932 0.384 -0.280 -0.29
C 5.894 1.910 -0.090 -0.13
C 4.813 2.132 0.968 -0.16
C 4.920 0.865 1.807 -0.18
N 5.174 -0.173 0.830 -0.15
C 5.639 -1.434 1.360 -0.24
C 4.482 -2.244 1.934 -0.08
C -1.533 -1.567 -0.055 -0.02
C -2.860 -1.394 0.263 0.00
H -10.787 -0.922 -0.664 0.07
H -9.268 -1.689 -1.129 0.07
H -9.717 -0.131 -1.821 0.07
H -9.092 -0.637 1.127 0.11
H -9.538 0.922 0.436 0.11
H -7.058 -0.696 -0.303 0.12
H -7.510 0.856 -1.012 0.12
H -6.910 0.368 1.941 0.12
H -7.318 1.933 1.223 0.12
H -5.280 1.723 -0.255 0.13
H -4.909 1.818 1.490 0.13
H -3.003 1.988 0.094 0.10
H -0.653 1.667 -0.474 0.10
H 0.933 -1.654 -0.664 0.14
H 3.623 1.254 -1.565 0.13
H 5.771 0.380 -2.457 0.12
H 5.322 -1.162 -1.676 0.12
H 6.973 0.024 -0.295 0.14
H 5.689 2.438 -1.020 0.11
H 6.858 2.257 0.288 0.11
H 4.978 3.034 1.554 0.11
H 3.824 2.189 0.513 0.10
H 4.002 0.649 2.356 0.12
H 5.748 0.950 2.536 0.12
H 6.085 -2.002 0.541 0.12
H 6.415 -1.281 2.133 0.12
H 3.731 -2.388 1.162 0.06
H 4.837 -3.215 2.269 0.07
H 4.028 -1.730 2.778 0.07
H -1.113 -2.561 -0.098 0.11
H -3.496 -2.240 0.474 0.12
```

Properties
Structure (SMILES)   CCCCCOc1ccc(NC(=O)C(=O)NC[C@H]2CCCN2CC)cc1
HOMO   -0.2934 Eh
Lowest unoccupied orbital energy   0.85 eV
Energy relative to the best compared isomer or geometry (same formula, charge and spin)   95.0 kJ/mol